Entry 1:
Here is a single C5H14N2 molecule from OMol25. Energies are from ωB97M-V/def2-TZVPD.

Last column: Mulliken charge in e.
Element x y z (Å)
1 C 1.97932 0.90257 0.01563  -1.08
2 C 0.75006 1.08361 0.85917  -0.77
3 C -0.57234 0.56118 0.38315  0.66
4 C -1.70660 0.89307 1.42097  -1.50
5 N -0.75391 -0.92652 0.28759  -0.36
6 C 0.07738 -1.54738 -0.70347  -0.60
7 N 0.04216 -0.95612 -2.06591  -0.48
8 H 2.86717 1.51014 0.17848  0.38
9 H 2.30351 -0.15006 0.13877  0.21
10 H 1.74577 0.92956 -1.05828  0.21
11 H 0.89738 0.70574 1.88341  0.35
12 H 0.60045 2.13608 1.14628  0.36
13 H -0.80489 1.14097 -0.52434  0.19
14 H -1.73549 0.20258 2.27502  0.37
15 H -1.31362 1.80448 1.91985  0.37
16 H -2.67420 1.06322 0.98410  0.40
17 H -1.68808 -1.07642 -0.08726  0.27
18 H 1.10206 -1.75789 -0.39463  0.26
19 H -0.03141 -2.62702 -0.87182  0.39
20 H -0.36695 -1.57706 -2.75255  0.21
21 H 0.88719 -0.60671 -2.49212  0.16

Results
SMILES   CC[C@H](C)NCN
ΔE to the lowest compared entry with this formula, charge and spin   147.3 kJ/mol


Entry 2:
Here is a molecular structure, C3H3NO3 from OMol25. Energies are from ωB97M-V/def2-TZVPD.

Last column: Mulliken charge in e.
Element x y z (Å)
1 N -0.81962 1.61977 -0.99936  -0.55
2 C -0.50482 0.53430 -0.45021  0.42
3 O 0.58102 -0.24719 -0.84110  -0.33
4 C 1.52227 -0.48276 0.11130  0.18
5 O 1.58673 0.08755 1.16089  -0.46
6 C -1.39081 -0.08281 0.59768  -0.30
7 O -1.06451 -1.28694 0.94472  -0.31
8 H -0.13149 1.87774 -1.70994  0.29
9 H 2.21831 -1.24531 -0.25826  0.36
10 H -1.99707 -0.77435 1.44427  0.71

Results
ΔE to the lowest compared entry with this formula, charge and spin   501.4 kJ/mol


Entry 3:
Here is 12 unconnected molecules or ions with the total composition C17H56F3N12O13 from OMol25. Energies are from ωB97M-V/def2-TZVPD.

Last column: Mulliken charge in e.
Element x y z (Å)
1 C -0.49604 -0.54046 1.74612  -0.11
2 O 0.37762 0.10538 0.78186  0.35
3 O -0.52128 -1.83038 1.43917  -0.09
4 C -0.03169 -0.24144 3.17015  0.43
5 F 0.31977 1.05771 3.32177  -0.28
6 F -1.08960 -0.40500 4.00577  -0.27
7 F 0.94567 -0.98599 3.66030  -0.26
8 C 0.27111 1.44273 0.35540  0.42
9 C 1.46471 1.68533 -0.54400  -0.98
10 H 1.47359 2.73447 -0.83720  0.52
11 H 2.46026 1.40950 -0.19708  0.28
12 H 1.34318 1.06274 -1.44143  -0.20
13 H 0.25327 2.21202 1.13565  -0.04
14 H -0.63240 1.63791 -0.23854  -0.11
15 H -1.47569 -0.04857 1.58734  -0.45
16 C 3.08641 -2.72771 0.46041  0.56
17 O 4.10956 -3.15832 -0.07009  -0.75
18 N 2.55634 -3.29851 1.57573  -0.28
19 N 2.42232 -1.62122 0.03341  0.47
20 H 1.75807 -2.88358 2.03329  0.16
21 H 2.79527 -4.24476 1.80115  0.23
22 H 2.85571 -1.15188 -0.73978  -0.28
23 H 1.54331 -1.37795 0.47019  0.10
24 C -0.36095 -5.12240 3.88807  0.48
25 O -0.27461 -5.77298 4.91944  -0.71
26 N -0.78415 -3.81920 3.88419  -0.11
27 N 0.17415 -5.50141 2.69292  -0.27
28 H -1.06070 -3.51715 4.80004  0.07
29 H -0.67262 -3.26875 3.04236  0.15
30 H -0.04768 -5.03153 1.83187  0.19
31 H 0.60790 -6.40100 2.60921  0.20
32 C -2.34967 -1.04451 -2.16129  0.49
33 O -3.11680 -0.95818 -3.10814  -0.78
34 N -1.26052 -0.24536 -1.96213  0.92
35 N -2.54003 -1.91546 -1.12484  -0.07
36 H -0.66122 -0.35558 -1.15426  -0.72
37 H -0.80320 0.32969 -2.64642  -0.21
38 H -1.82495 -2.18149 -0.46550  -0.08
39 H -3.44825 -2.32798 -1.26173  0.20
40 C -0.50139 3.26352 -3.19332  0.49
41 O 0.03017 4.07847 -2.45205  -0.65
42 N 0.16110 2.85030 -4.34197  -0.43
43 N -1.72608 2.71498 -3.01628  -0.22
44 H -0.05683 2.01333 -4.84665  0.22
45 H 1.04897 3.32106 -4.39423  0.24
46 H -2.24942 3.06133 -2.22553  0.32
47 H -2.18257 2.30377 -3.80974  0.20
48 C -2.24911 -2.53638 7.35673  0.72
49 O -2.95127 -3.40417 6.86875  -0.63
50 N -2.24383 -1.25579 6.92692  -0.33
51 N -1.44400 -2.78302 8.44020  -0.43
52 H -1.71943 -0.49139 7.31103  0.15
53 H -2.80840 -0.97527 6.14581  0.18
54 H -0.72617 -2.11896 8.66792  0.16
55 H -1.43217 -3.66309 8.91469  0.21
56 C 3.13273 0.30038 -6.05825  -1.67
57 C 2.79938 -0.01676 -4.62616  1.20
58 C 3.25987 -1.41521 -4.19289  -0.78
59 O 2.22575 -2.36694 -4.33936  -0.46
60 C 1.40563 -2.48246 -3.20430  -0.15
61 N 3.46289 1.05075 -3.77732  -0.57
62 H 2.65961 -0.45648 -6.69677  0.46
63 H 4.19886 0.30340 -6.29823  0.39
64 H 2.74567 1.24147 -6.45680  0.38
65 H 1.75579 0.20198 -4.38968  -0.47
66 H 3.70445 -1.42932 -3.19633  0.39
67 H 3.99708 -1.75269 -4.92959  0.29
68 H 1.85794 -2.77019 -2.24867  0.17
69 H 0.54135 -3.12399 -3.35026  0.34
70 H 1.02394 -1.46580 -3.01204  -0.04
71 H 3.64280 0.71707 -2.83071  0.22
72 H 4.39236 1.18997 -4.16914  0.20
73 C -1.64970 4.94408 2.29308  -1.38
74 C -2.17401 4.81747 0.87169  0.79
75 C -2.97302 3.54549 0.73758  -0.23
76 O -3.32276 3.39107 -0.62941  -0.54
77 C -3.78031 2.04030 -0.84611  -0.68
78 N -3.08130 5.96631 0.62452  -0.87
79 H -0.84010 4.21433 2.40605  0.27
80 H -2.40766 4.74245 3.04782  0.30
81 H -1.19871 5.91693 2.48873  0.39
82 H -1.36037 4.89323 0.14609  0.13
83 H -3.87124 3.63892 1.36076  0.41
84 H -2.40129 2.68014 1.08987  -0.21
85 H -4.70498 1.99895 -0.25605  0.45
86 H -3.03948 1.29000 -0.58243  0.10
87 H -4.14896 1.94586 -1.86703  0.33
88 H -2.50967 6.79977 0.49396  0.28
89 H -3.45842 5.87760 -0.32071  0.30
90 O -3.97173 -0.94399 1.71239  -0.69
91 H -4.13045 -1.30783 2.58819  0.28
92 H -3.04942 -1.15188 1.51675  0.39
93 O -0.20301 -4.11723 -0.62317  -0.69
94 H 0.00927 -3.45126 0.05055  0.20
95 H 0.63915 -4.54392 -0.81139  0.36
96 O 4.77881 0.01637 -1.27662  -0.54
97 H 5.71145 -0.20262 -1.18984  0.22
98 H 4.70271 0.91344 -0.92733  0.25
99 O 3.46046 3.58644 -2.57726  -0.71
100 H 3.25443 2.72822 -3.01429  0.49
101 H 2.59850 3.96873 -2.37560  0.36

Results
Charge   -1


Entry 4:
Here is 3 unconnected molecules or ions with the total composition C18H30O6 from OMol25. Energies are from ωB97M-V/def2-TZVPD.

Last column: Mulliken charge in e.
Element x y z (Å)
1 C -0.95702 1.07362 0.84275  0.50
2 C -1.32547 -0.03723 1.11894  -2.48
3 C -1.87230 -1.36716 1.36379  2.30
4 C -3.29892 -1.50776 0.80787  0.24
5 C -3.24434 -1.38219 -0.74575  -1.57
6 C -4.29165 -0.49501 1.40463  -0.55
7 C -5.01263 -1.05433 2.66733  -1.30
8 C -1.01356 -2.50141 0.71696  -1.25
9 O -0.02444 -2.86733 1.70283  -0.34
10 C -0.80476 -2.98088 2.83336  0.56
11 O -0.79381 -3.92455 3.54179  -0.57
12 C -1.62212 -1.71424 2.87726  -1.19
13 H -0.65517 1.93465 0.28752  0.74
14 H -3.70052 -2.49946 1.01472  0.51
15 H -4.11322 -0.83856 -1.10188  0.43
16 H -2.34800 -0.86408 -1.07423  0.34
17 H -3.28625 -2.37095 -1.19996  0.32
18 H -5.07657 -0.28193 0.68642  0.45
19 H -3.79150 0.42879 1.68300  0.26
20 H -5.12103 -0.31035 3.45067  0.31
21 H -4.45593 -1.89715 3.07202  0.36
22 H -5.98574 -1.45396 2.39122  0.34
23 H -0.59279 -2.30067 -0.25708  0.38
24 H -1.69067 -3.35940 0.70741  0.47
25 H -0.93899 -0.95188 3.24244  0.40
26 H -2.50510 -1.71370 3.50192  0.29
27 C 5.08832 -1.82575 1.20062  -1.15
28 C 3.57965 -1.84031 1.33431  -0.33
29 O 2.95164 -0.93965 0.41702  -0.32
30 C 2.63577 -1.27798 -0.84402  0.84
31 C 3.20749 -2.54312 -1.44071  -1.13
32 O 1.95062 -0.52755 -1.48459  -0.56
33 H 5.40887 -2.17564 0.21903  0.28
34 H 5.54155 -2.46612 1.95741  0.38
35 H 5.46737 -0.81177 1.32756  0.30
36 H 3.16357 -2.84314 1.23426  0.31
37 H 3.29037 -1.47955 2.31954  0.39
38 H 4.14807 -2.30225 -1.93423  0.31
39 H 2.50662 -2.91302 -2.18443  0.32
40 H 3.37508 -3.33848 -0.71883  0.37
41 C 2.50009 3.60109 -1.93451  -0.98
42 C 1.11000 3.23555 -2.41032  -0.28
43 O 0.12174 4.13731 -1.89747  -0.32
44 C -0.20045 5.30207 -2.49180  0.71
45 C 0.68829 5.84068 -3.58975  -0.92
46 O -1.15200 5.91170 -2.09141  -0.57
47 H 2.80764 4.58010 -2.30408  0.33
48 H 3.22290 2.86012 -2.27559  0.34
49 H 2.52502 3.63936 -0.84569  0.28
50 H 1.04979 3.16413 -3.49702  0.35
51 H 0.83850 2.25723 -2.01622  0.20
52 H 1.44328 6.48572 -3.14264  0.25
53 H 0.07298 6.43417 -4.26063  0.31
54 H 1.17970 5.07226 -4.18176  0.32

Results
SMILES   C#C[C@@]1([C@H](C)CC)COC(=O)C1.CCOC(C)=O.CCOC(C)=O
ΔE to the lowest compared entry with this formula, charge and spin   0.0 kJ/mol


Entry 5:
Here is 2 unconnected molecules or ions with the total composition C5H7FNO4 from OMol25. Energies are from ωB97M-V/def2-TZVPD.

Last column: Mulliken charge in e.
Element x y z (Å)
1 C -2.25579 0.75315 0.09405  0.49
2 C 1.24442 1.29016 -0.37059  0.60
3 C -0.16972 -2.48025 0.10592  -0.74
4 C -1.34874 -0.49474 0.48706  0.15
5 C 2.54612 0.86223 -0.40983  -0.36
6 N -0.92056 -1.34934 -0.34994  -0.36
7 O -1.63027 1.71339 -0.36905  -0.90
8 O 0.56069 1.17931 -1.47351  -0.59
9 O -3.43980 0.65779 0.35519  -0.69
10 O 0.72149 1.91796 0.71180  -0.54
11 F 3.33058 0.80180 0.70996  -0.29
12 H 0.97616 -2.09783 0.04138  0.18
13 H -0.26472 -2.65906 1.15318  0.32
14 H -0.19745 -3.43820 -0.43068  0.28
15 H -1.24017 -0.27839 1.57447  0.26
16 H 2.78398 0.07704 -1.16475  0.23
17 H -0.47435 1.31042 -1.30654  0.53
18 H -0.22186 2.23456 0.64187  0.46

Results
Charge   -1


Entry 6:
Here is a single C3H9O2PS molecule from OMol25. Energies are from ωB97M-V/def2-TZVPD.

Last column: Mulliken charge in e.
Element x y z (Å)
1 C -1.06556 1.73292 -1.05416  -0.99
2 P 0.19152 0.40483 -1.11606  0.12
3 C -0.79891 -1.12472 -1.10837  -0.94
4 S 0.65890 0.42350 1.01807  0.94
5 C 1.73488 -0.99475 1.38775  -0.98
6 O -0.59906 0.17572 1.68631  -0.61
7 O 1.26937 1.69020 1.32264  -0.64
8 H -0.54126 2.45222 -0.53457  0.40
9 H -1.88608 1.46517 -0.30617  0.31
10 H -1.36081 1.95244 -2.18658  0.31
11 H -0.16674 -1.97288 -1.28026  0.35
12 H -1.49302 -1.02075 -1.98409  0.34
13 H -1.22187 -1.38785 -0.06171  0.31
14 H 2.08399 -0.93027 2.37488  0.40
15 H 0.96192 -1.66812 1.43219  0.35
16 H 2.23271 -1.19769 0.41013  0.32

Results
SMILES   CP(C)S(C)(=O)=O
ΔE to the lowest compared entry with this formula, charge and spin   269.6 kJ/mol


Gap between HOMO and LUMO, record by record: 0.3801 0.3260 0.3280 0.3880 0.2896 0.3633 Eh
E_HOMO, record by record: -9.25 -9.55 -6.70 -9.89 -4.15 -9.21 eV